Formula: C47H72BrN3O16P2S4
Source: the Open Molecules 2025 dataset
Level of theory: ωB97M-V with the def2-TZVPD basis set

```
145
Properties=species:S:1:pos:R:3:forces:R:3:lowdin_charge:R:1
C 0.18934 -4.62335 4.39328 -1.6 -0.4 -1.2 0.005
C -1.06709 -4.80741 3.70553 3.0 1.0 0.4 -0.115
C -1.09847 -4.33111 2.19046 0.0 -0.6 -2.3 -0.098
C 0.08430 -4.76636 1.25423 -2.5 2.1 -1.6 0.053
C 0.15711 -4.34373 -0.25276 -1.5 -0.1 4.8 -0.136
N 1.31696 -4.80643 -1.01964 -3.6 -0.3 -2.3 0.076
C 1.06562 -5.90528 -1.71613 0.1 -0.3 0.2 -0.286
C 0.64788 -7.29623 -1.02624 0.5 0.4 -0.5 -0.031
C 1.21343 -5.93782 -3.31852 1.2 -0.2 0.4 -0.054
C -0.98505 -3.42868 -0.83053 0.0 -0.7 2.3 -0.033
C -0.87822 -3.02693 -2.36711 0.4 -0.4 -0.3 -0.145
C 0.36826 -2.06477 -2.70876 0.1 -0.2 -0.5 -0.217
C 0.13964 -0.54165 -2.26528 -0.8 0.2 0.9 -0.203
P 1.73161 0.36399 -1.78645 1.5 1.5 -1.8 0.702
O 2.56914 0.65493 -3.04149 -1.5 -1.1 2.8 -0.332
O 1.35933 1.86304 -1.05565 0.8 -2.7 -0.9 -0.264
C 2.48220 2.78945 -1.09924 1.5 1.7 0.7 -0.287
C 3.74627 2.33555 -0.21086 0.3 -0.6 -0.2 -0.097
O 2.51586 -0.57912 -0.60475 -0.9 1.3 -2.4 -0.270
C 3.53887 -1.44493 -1.17347 1.0 -2.1 0.0 -0.300
C 5.04950 -0.95963 -0.90359 -1.0 -0.2 -0.1 -0.086
C -2.11050 -2.99149 0.12432 1.3 -0.9 1.0 0.011
C -2.22407 -3.43435 1.63551 2.3 -0.7 -1.8 -0.004
C -3.48040 -2.91425 2.49985 -0.2 -1.0 0.3 -0.256
O -4.11995 -3.66993 3.26629 2.1 2.7 -2.2 0.021
C -3.85007 -1.36268 2.23986 -0.2 2.2 -1.5 -0.016
C -4.29179 -0.37898 3.34766 1.0 0.7 -3.8 -0.154
P -4.50421 -0.93453 5.15975 -3.3 1.3 0.6 0.785
N -5.95098 -0.40809 5.68149 1.3 -0.8 -0.4 -0.335
C -4.56009 1.09400 2.92217 1.1 -2.1 -2.2 -0.117
O -4.96575 2.00657 3.97611 1.9 -1.7 -1.9 -0.120
N -6.34084 2.07772 3.95444 -2.0 1.4 2.4 -0.035
O -6.72114 2.65688 4.92478 0.6 -1.0 -2.1 0.052
C -4.41206 1.62443 1.44169 0.4 -2.9 1.7 -0.056
C -4.68856 3.18431 1.19559 -1.7 -1.8 0.1 -0.620
Br -3.00388 4.16748 1.59663 -0.7 -0.4 -0.3 0.684
C -5.34074 3.54278 -0.22106 1.0 2.2 -0.1 -0.257
C -5.54879 5.16300 -0.22875 0.4 -0.4 -0.9 -0.148
C -4.00966 0.58258 0.37134 0.2 -1.2 2.1 -0.113
O -3.84536 0.96307 -0.98675 -1.1 -0.6 2.0 -0.122
C -5.03417 0.70634 -1.79243 -1.9 -0.5 -1.2 -0.224
C -6.33750 0.25964 -0.97634 -0.7 -0.1 -0.7 -0.090
C -3.72315 -0.91140 0.73629 -0.8 1.9 2.6 0.056
C -3.29619 -2.01393 -0.36397 -0.3 -0.5 -1.1 -0.223
O -3.85395 -2.13292 -1.47876 1.8 0.7 3.6 0.052
H 0.27294 -4.13453 5.42613 -0.4 -1.9 -1.1 0.070
H 1.19625 -4.90944 3.90636 -1.7 1.6 0.3 0.067
H -1.94576 -5.23563 4.28450 0.7 1.8 -0.9 0.103
H 0.92736 -5.42710 1.66574 -1.4 1.2 -0.7 0.077
H 0.36368 -7.15405 0.06937 0.1 -0.1 -1.7 0.058
H -0.11776 -7.87241 -1.64365 0.9 0.8 1.0 0.088
H 1.61140 -7.93867 -1.02117 -1.4 1.1 -0.1 0.099
H 1.74652 -4.99531 -3.70524 -1.0 -1.3 0.8 0.087
H 1.81202 -6.84457 -3.68612 -0.9 1.2 0.6 0.082
H 0.17337 -6.02114 -3.79899 1.4 0.2 1.0 0.092
H -1.83015 -2.59380 -2.81947 1.1 -0.6 1.0 0.111
H -0.67698 -4.01045 -2.94306 -0.4 1.5 1.0 0.099
H 0.51800 -2.05638 -3.85362 -0.3 -0.1 1.8 0.126
H 1.29786 -2.56139 -2.27012 -1.3 0.9 -0.4 0.076
H -0.40694 0.04304 -3.09713 1.1 -0.8 1.3 0.113
H -0.54855 -0.48848 -1.34951 0.9 -0.2 -1.1 0.094
H 2.09422 3.77658 -0.63731 0.3 -1.7 -0.8 0.127
H 2.84001 3.06149 -2.15818 -0.9 -1.0 1.8 0.085
H 3.48297 1.52019 0.56428 0.2 1.5 -1.1 0.078
H 4.19210 3.24348 0.32564 -0.7 -1.3 -0.8 0.077
H 4.56799 1.86181 -0.87115 -1.4 0.9 1.0 0.072
H 3.36618 -1.66162 -2.29581 0.3 0.7 1.8 0.112
H 3.40928 -2.47290 -0.65743 0.0 1.7 -0.7 0.118
H 5.05605 -0.24116 -0.01003 0.1 -1.0 -1.5 0.071
H 5.65702 -1.88344 -0.61029 -0.7 1.4 -0.6 0.077
H 5.42683 -0.48667 -1.87359 -0.2 -0.5 1.6 0.085
H -3.46641 -0.31233 5.93013 0.1 -0.6 -0.8 -0.003
H -4.51680 -2.35494 5.32534 1.0 0.6 -0.6 0.015
H -6.52595 -1.20647 5.98833 0.4 0.5 -0.3 -0.046
H -5.45274 3.51148 1.99807 1.5 -0.5 -1.2 0.095
H -4.58716 3.34496 -1.07369 -1.4 -0.1 1.4 0.112
H -6.35689 3.06691 -0.41513 1.6 0.3 0.5 0.109
H -6.05541 5.54178 0.72072 0.8 -0.5 -1.3 0.079
H -6.15590 5.49826 -1.15208 0.8 -0.7 1.5 0.080
H -4.50379 5.62188 -0.37904 -1.7 -0.5 0.6 0.051
H -4.83198 -0.11242 -2.57900 0.1 1.2 1.5 0.120
H -5.30998 1.64569 -2.40884 0.7 -1.2 1.3 0.120
H -6.68384 1.00084 -0.17991 0.7 -1.0 -1.1 0.068
H -7.19768 0.20792 -1.75040 1.4 0.1 1.1 0.098
H -6.27331 -0.78096 -0.50634 0.2 1.5 -0.7 0.086
O 2.51227 -9.28869 1.27780 0.1 0.4 0.0 -0.322
S 2.29647 -8.39106 2.38947 -0.2 0.0 0.1 0.658
O 2.55454 -6.97020 2.29563 0.1 -0.2 -0.3 -0.342
C 0.63786 -8.63552 3.00022 -0.4 -0.1 0.2 -0.233
C 0.77761 -9.74527 4.03391 0.0 -0.2 0.0 -0.219
C 2.04084 -9.41353 4.83097 -0.1 0.0 0.2 -0.215
C 3.13567 -9.04980 3.82572 0.3 -0.2 0.5 -0.221
H -0.02727 -8.89606 2.17702 0.1 0.1 -0.1 0.109
H 0.31259 -7.70192 3.46628 0.1 0.0 -0.1 0.094
H -0.10275 -9.80747 4.67666 0.1 0.0 -0.1 0.119
H 0.90003 -10.71103 3.53288 -0.1 0.1 0.0 0.122
H 1.84380 -8.55899 5.48644 0.0 -0.1 -0.1 0.119
H 2.34954 -10.24779 5.46467 0.0 0.1 -0.1 0.117
H 3.81468 -8.29573 4.22508 0.0 0.0 -0.2 0.106
H 3.70011 -9.92982 3.51272 -0.1 0.1 -0.1 0.107
O 2.71115 4.73379 -3.33615 0.1 0.7 -0.2 -0.328
S 1.92757 5.69085 -4.08369 -0.1 0.2 -0.3 0.673
O 2.08742 7.11862 -3.91593 0.3 -0.3 0.3 -0.329
C 2.05802 5.29660 -5.81866 0.0 -0.2 -0.4 -0.230
C 0.92819 4.30589 -6.06525 0.0 -0.2 0.0 -0.211
C -0.28126 4.85855 -5.30824 -0.2 0.0 -0.2 -0.216
C 0.19750 5.26690 -3.91376 -0.6 -0.1 0.1 -0.217
H 3.04401 4.88545 -6.03455 -0.1 0.1 0.1 0.085
H 1.90292 6.21882 -6.38314 0.1 0.0 0.1 0.117
H 0.72151 4.19097 -7.13111 0.1 0.0 0.1 0.120
H 1.19734 3.32307 -5.66448 0.0 0.1 -0.1 0.125
H -0.67117 5.73552 -5.83540 0.0 -0.1 0.0 0.117
H -1.08966 4.12637 -5.24832 0.1 0.1 0.0 0.115
H -0.35098 6.13071 -3.53661 0.2 -0.1 0.1 0.105
H 0.12054 4.43930 -3.20584 0.1 0.1 0.0 0.106
O -1.21025 0.95608 7.10602 0.0 -0.2 0.3 -0.339
S -1.28033 2.15555 7.90814 0.1 0.2 0.3 0.662
O -0.94789 2.17291 9.31471 0.0 -0.4 -0.3 -0.327
C -0.35108 3.42623 7.07575 0.2 0.3 -0.3 -0.235
C -1.36981 4.06941 6.14690 -0.1 0.1 -0.3 -0.225
C -2.65499 4.21885 6.96284 0.0 0.3 -0.1 -0.214
C -2.89097 2.89235 7.67644 -0.6 0.1 0.0 -0.221
H 0.49465 2.98522 6.54865 -0.1 -0.1 0.2 0.110
H 0.00410 4.13434 7.82770 0.0 -0.1 0.0 0.109
H -1.01571 5.03181 5.77180 0.0 -0.1 0.0 0.117
H -1.55454 3.41682 5.28722 0.1 0.1 0.0 0.116
H -2.53002 5.02165 7.69689 0.0 -0.1 0.0 0.119
H -3.50796 4.48200 6.33333 0.1 0.0 0.1 0.115
H -3.36774 3.03234 8.64698 0.1 -0.2 -0.1 0.108
H -3.48726 2.21348 7.06366 0.1 0.0 0.1 0.094
O 4.82762 5.91242 -8.11685 0.0 -0.3 0.1 -0.325
S 5.76839 5.30329 -7.20366 0.3 -0.2 0.1 0.654
O 5.82787 3.87408 -6.99700 -0.3 0.3 -0.3 -0.322
C 7.40431 5.89731 -7.59675 0.4 0.3 -0.1 -0.236
C 7.55260 7.16708 -6.76887 0.0 0.2 0.0 -0.225
C 6.97091 6.83587 -5.39298 0.2 0.1 0.2 -0.213
C 5.63623 6.12318 -5.61836 -0.1 0.2 0.5 -0.230
H 7.48928 6.07101 -8.66918 -0.1 -0.1 0.0 0.109
H 8.12059 5.13567 -7.28076 -0.1 0.0 0.0 0.110
H 8.59574 7.48303 -6.70271 -0.1 0.0 0.0 0.116
H 6.98048 7.98125 -7.22551 0.1 -0.1 0.0 0.121
H 7.65734 6.17180 -4.85774 -0.1 0.0 -0.1 0.120
H 6.84040 7.73234 -4.78292 0.0 -0.1 0.0 0.118
H 5.44007 5.38170 -4.84254 -0.1 0.0 -0.2 0.106
H 4.80824 6.83264 -5.67263 0.0 -0.1 -0.1 0.103
```
Forces are in eV/Å.

Output
* orbital gap: 0.2551 hartree
* E_tot: -8051.03788 Eh
* structure (SMILES): C=Cc1cc(N=C(C)C)c(CCCP(=O)(OCC)OCC)c2c1C(=O)c1c([PH2]=N)c(ON=O)c([C@@H](Br)CC)c(OCC)c1C2=O.O=S1(=O)CCCC1.O=S1(=O)CCCC1.O=S1(=O)CCCC1.O=S1(=O)CCCC1
* total charge: 0
* spin multiplicity: 1
* E_HOMO: -0.3040 Ha